Entry 1:
C12H22IN3O4S | wB97M-V/def2-TZVPD

```
43
C12H22IN3O4S wB97M-V/def2-TZVPD
I -3.232 0.015 -2.229
S -0.689 1.565 2.134
O 1.353 -0.272 4.561
O -0.385 -3.174 0.343
O -3.067 0.233 -6.047
O -3.579 1.081 0.474
N 2.363 1.553 5.466
N -1.135 -0.849 -6.567
N 1.257 -1.580 0.538
C 1.654 2.459 4.575
C -0.966 -0.817 0.525
C 3.305 2.092 6.427
C -3.154 0.179 -0.073
C -2.107 -0.443 -5.729
C -2.472 -0.980 0.638
C 1.201 -0.145 0.902
C -0.097 -2.059 0.431
C -1.216 -0.463 -7.966
C -0.177 -0.073 1.588
C 2.120 0.235 5.362
C -0.018 -1.656 -6.118
H -0.801 -0.322 -0.438
H -1.222 0.624 -8.050
H -0.066 -0.675 2.484
H 4.099 2.631 5.907
H 2.704 -0.371 6.077
H 2.018 0.194 1.512
H 1.057 0.451 0.008
H 3.749 1.290 7.012
H 0.920 -1.128 -6.303
H -1.956 -0.788 -4.692
H -1.974 1.460 2.514
H -0.003 -2.605 -6.658
H -0.104 -1.858 -5.053
H -2.833 -1.001 1.657
H -2.140 -0.845 -8.403
H 1.548 -2.029 1.411
H 0.581 2.361 4.727
H 2.792 2.780 7.103
H -0.364 -0.866 -8.508
H -2.800 -1.887 0.148
H 1.960 3.486 4.765
H 1.877 2.196 3.543
```

Output
Charge: 0
LUMO level in eV: 0.5
HOMO in eV: -9.16
SMILES string: O=C(I)C[C@@H]1C(=O)NC[C@H]1S.CN(C)C=O.CN(C)C=O

Entry 2:
C12H22N4RhS2 | wB97M-V/def2-TZVPD

```
41
C12H22N4RhS2 wB97M-V/def2-TZVPD
Rh -0.517 0.455 -0.283
S -0.463 2.818 0.146
S 1.369 0.373 1.320
N -0.616 -1.935 -0.772
N -1.759 -0.499 1.486
N -2.320 0.093 -1.884
N 0.988 0.026 -2.022
C 2.294 4.633 2.417
C 1.602 -1.261 -1.691
C -0.520 -2.477 0.588
C 3.073 3.585 2.899
C 2.774 2.291 2.536
C 0.526 -2.350 -1.600
C -2.209 -1.227 -2.508
C 1.223 4.389 1.577
C -1.619 -1.963 1.533
C -1.878 -2.264 -1.434
C 0.898 3.084 1.199
C 1.689 2.024 1.694
H 0.619 5.205 1.212
H -3.126 -1.532 -3.030
H -2.572 -2.422 1.265
H -3.174 0.129 -1.329
H -0.589 -3.575 0.582
H -2.404 0.807 -2.604
H -1.376 -2.294 2.549
H 0.523 -0.027 -2.926
H -1.402 -1.185 -3.241
H 0.984 -3.273 -1.220
H 3.901 3.781 3.560
H 3.360 1.457 2.883
H -1.284 -0.071 2.281
H 0.452 -2.177 0.987
H -2.741 -0.234 1.546
H 2.346 -1.561 -2.440
H 2.104 -1.151 -0.727
H 2.526 5.644 2.708
H 1.687 0.765 -2.076
H -2.681 -2.238 -0.701
H -1.849 -3.272 -1.872
H 0.161 -2.565 -2.608
```

Output
Charge: +1
LUMO level (alpha / beta) in eV: -4.1 / -4.1
HOMO (alpha / beta) in eV: -9.88 / -9.88

Entry 3:
C12H23AsF6N3O2PSZn | wB97M-V/def2-TZVPD

```
50
C12H23AsF6N3O2PSZn wB97M-V/def2-TZVPD
As 1.140 0.716 -2.795
Zn -0.463 -0.686 0.745
S -0.898 0.619 -3.166
P 0.148 -3.370 1.860
F 0.950 -1.954 2.149
F 0.098 -3.671 3.431
F 1.536 -4.151 1.687
F -1.259 -2.509 1.994
F 0.191 -2.982 0.263
F -0.713 -4.682 1.519
O 1.007 -0.317 -0.583
O -1.752 -1.560 -0.915
N 5.287 -2.205 -0.818
N 2.079 -1.073 -0.974
N 3.512 1.562 0.856
C 1.730 2.277 -1.790
C 4.411 -1.485 -0.571
C -1.094 1.592 3.371
C 2.120 -0.979 -2.439
C -3.092 -1.923 -0.663
C 1.999 1.121 -4.537
C -1.246 1.082 0.949
C -3.285 0.961 2.338
C -2.253 3.177 1.804
C -1.955 1.702 2.101
C 3.417 0.544 0.309
C 3.349 -0.636 -0.384
H 3.066 1.267 -4.382
H 1.569 -1.810 -2.896
H -2.814 3.631 2.621
H -3.892 1.000 1.437
H 2.816 2.348 -1.805
H 3.147 -0.974 -2.807
H -2.836 3.261 0.888
H 1.918 -2.047 -0.690
H 1.393 2.202 -0.758
H 1.574 2.022 -4.986
H -3.841 1.419 3.153
H -3.070 -2.709 0.092
H -3.094 -0.079 2.583
H 1.842 0.290 -5.228
H -1.577 2.079 4.216
H -1.714 -0.912 -1.644
H -1.120 1.726 0.090
H -3.570 -2.304 -1.570
H -1.325 3.730 1.677
H -0.930 0.545 3.614
H 1.292 3.159 -2.269
H -0.128 2.060 3.198
H -3.669 -1.075 -0.276
```

Output
Charge: -1
Spin multiplicity: 2
LUMO level (alpha / beta) in eV: 2.5 / 2.5
HOMO (alpha / beta) in eV: -4.87 / -5.06
⟨S²⟩: 0.7542

Entry 4:
C12H23AuCl2NO3P | wB97M-V/def2-TZVPD

```
43
C12H23AuCl2NO3P wB97M-V/def2-TZVPD
Au -0.388 2.327 -0.226
Cl -2.724 2.088 -0.123
Cl -0.824 2.469 -2.677
P 1.496 1.056 -2.038
O -1.963 0.089 1.924
O 2.211 3.357 1.178
O 0.863 0.071 1.545
N -1.486 -1.430 3.500
C 2.947 0.164 -1.299
C -4.006 -2.673 2.168
C 1.167 3.651 0.627
C -3.805 -1.265 2.721
C -2.172 -3.817 3.583
C -3.638 -3.802 3.136
C 2.412 2.305 -3.022
C 0.510 4.926 0.275
C -2.361 -0.799 2.673
C -1.757 -2.568 4.366
C 0.369 0.892 0.901
C 1.056 -0.222 -3.315
H 1.718 2.787 -3.724
H 3.768 0.067 -2.039
H -0.835 -2.758 4.932
H 0.225 0.165 -3.919
H -1.512 -3.933 2.710
H -5.058 -2.802 1.887
H -3.432 -2.801 1.239
H -4.187 -1.201 3.748
H 0.731 -1.116 -2.760
H -1.998 -4.671 4.248
H -2.560 -2.296 5.076
H 3.271 1.879 -3.559
H 0.308 4.881 -0.788
H 2.782 3.088 -2.343
H 3.301 0.707 -0.402
H -4.379 -0.576 2.098
H 1.117 5.794 0.423
H -0.486 5.046 0.723
H -0.564 -1.005 3.526
H -3.845 -4.765 2.654
H 2.608 -0.849 -0.991
H 1.913 -0.483 -3.959
H -4.275 -3.734 4.028
```

Output
Charge: +2
Spin multiplicity: 3
LUMO level (alpha / beta) in eV: -9.5 / -10.8
HOMO (alpha / beta) in eV: -15.46 / -15.67
⟨S²⟩: 2.0180

Entry 5:
C12H23BN2O4 | wB97M-V/def2-TZVPD

```
42
C12H23BN2O4 wB97M-V/def2-TZVPD
O 1.466 3.919 0.794
O 0.933 -4.301 -0.007
O 2.626 2.683 -0.628
O 3.313 -4.343 0.551
N -0.100 2.358 -1.714
N -3.981 -1.045 -0.627
C -1.563 -1.078 0.191
C -2.634 -0.568 -0.848
C 1.566 2.895 -0.060
C 2.267 -2.128 -0.291
C -0.765 0.109 0.799
C 1.831 0.161 0.592
C 0.331 2.081 -0.301
C -0.957 2.538 0.432
C -2.581 0.980 -0.592
C 0.491 0.523 -0.087
C 1.900 -1.324 0.908
C -1.742 1.310 0.624
B 2.135 -3.706 0.056
H -0.852 3.117 1.411
H -2.443 1.323 1.488
H -2.333 -0.778 -1.865
H -0.324 -0.004 1.816
H 3.292 -1.923 -0.528
H -0.803 -1.685 -0.397
H 0.967 -5.215 0.338
H -2.042 -1.700 0.938
H 2.681 0.544 0.027
H -0.418 3.272 -1.719
H -4.526 -0.703 -1.366
H 0.927 -1.593 1.315
H -3.576 1.303 -0.326
H 0.681 2.274 -2.351
H 1.910 0.677 1.549
H 3.286 -5.276 0.866
H -1.340 3.292 -0.232
H 2.684 -1.500 1.738
H -4.340 -0.659 0.256
H 2.289 4.446 0.731
H 1.537 -1.895 -1.089
H -2.184 1.603 -1.390
H 0.392 0.016 -1.001
```

Output
Charge: 0
LUMO level in eV: 0.3
HOMO in eV: -8.82
SMILES string: N[C@H]1C[C@@H]2C[C@@](N)(C(=O)O)[C@@H](CCCB(O)O)[C@@H]2C1

Entry 6:
C12H23BNbO10P2 | wB97M-V/def2-TZVPD

```
49
C12H23BNbO10P2 wB97M-V/def2-TZVPD
Nb -0.635 -0.733 0.574
P -3.033 -0.669 1.676
P 0.051 -2.400 2.488
O -0.225 -1.796 3.990
O -0.563 -3.612 -2.708
O -1.392 0.537 -0.798
O 1.643 -2.880 2.352
O 1.920 -1.049 -2.697
O -3.229 0.741 2.569
O -3.370 -1.859 2.463
O -1.560 -1.453 -2.930
O -4.132 -0.497 0.424
O -0.750 -3.638 2.432
C 0.733 3.469 -1.858
C 1.268 1.140 -2.230
C 1.530 -0.289 -1.809
C 1.265 1.419 -3.590
C -0.159 1.001 1.958
C 1.000 2.203 -1.395
C 0.735 3.731 -3.213
C -1.353 -2.539 -0.524
C 1.002 2.675 -4.068
C 2.133 0.515 3.113
C 1.397 -0.842 -0.409
C 1.321 1.407 2.150
B -1.160 -2.487 -2.082
H 1.468 0.638 -4.317
H -4.105 0.408 0.089
H -2.433 -2.698 -0.333
H -4.005 1.226 2.259
H 0.516 4.732 -3.576
H 0.980 2.849 -5.142
H 1.798 -3.146 1.439
H 2.384 -0.459 2.682
H 1.689 0.452 4.115
H 1.918 1.520 1.237
H -0.712 1.875 1.571
H -0.882 -3.469 -0.169
H 3.097 1.031 3.263
H 0.195 -0.931 4.088
H 1.324 2.408 2.620
H 1.612 -1.923 -0.477
H 0.947 2.057 -0.320
H 0.294 -3.346 -3.069
H 0.495 4.280 -1.174
H 2.238 -0.453 0.192
H -1.898 1.239 -0.367
H -0.580 0.836 2.963
H -0.780 -1.221 -3.454
```

Output
Charge: -1
LUMO level in eV: 1.5
HOMO in eV: -5.38